1.
C3H12Cl3CrO3 as an isolated structure at a distorted geometry. Source: OMol25; level of theory: ωB97M-V with the def2-TZVPD basis set.

XYZ file:
```
22
C3H12Cl3CrO3, DFT ωB97M-V with the def2-TZVPD basis set
Cr 0.474 -0.311 0.810
Cl 1.625 -0.773 2.852
Cl -2.002 -0.681 1.680
Cl 2.623 0.444 -0.554
C -1.828 0.448 -1.627
O -0.511 0.228 -1.132
H -2.512 -0.097 -0.984
H -2.074 1.512 -1.562
H -1.890 0.130 -2.670
H 0.158 0.558 -1.746
C -0.084 -3.073 -0.857
O 0.796 -2.310 -0.036
H -0.800 -2.435 -1.364
H 0.507 -3.582 -1.630
H -0.625 -3.838 -0.295
H 1.509 -2.905 0.213
C 1.055 2.775 1.713
O -0.092 2.230 1.026
H 1.609 3.411 1.020
H 0.733 3.317 2.606
H 1.728 1.987 2.045
H -0.398 2.965 0.492
```

Properties
* spin multiplicity: 5
* HOMO energy (alpha / beta): -4.35 / -5.26 eV
* E: -2772.432177 hartree
* net charge: -1



2.
One molecule with the formula C3H12ClNSi2 at a distorted geometry. Source: OMol25; level of theory: ωB97M-V with the def2-TZVPD basis set.

XYZ file:
```
19
C3H12ClNSi2, DFT ωB97M-V with the def2-TZVPD basis set
C -0.048 -1.241 1.664
C 1.349 1.366 0.357
C 0.868 -0.955 -1.513
N -1.397 0.729 -0.278
Si -2.873 -0.284 -0.680
Si 0.196 -0.091 0.068
Cl -4.406 0.169 0.513
H -0.799 -1.975 1.777
H 0.909 -1.656 1.904
H -0.207 -0.541 2.459
H 1.291 2.034 -0.575
H 1.171 2.105 1.085
H 2.361 0.912 0.397
H 0.731 -0.239 -2.286
H 2.043 -0.874 -1.401
H 0.423 -1.912 -1.750
H -1.588 1.651 0.005
H -3.422 0.145 -2.040
H -2.392 -1.652 -0.655
```

Properties
* HOMO energy: -9.27 eV
* E: -1215.525817 hartree



3.
One molecule with the formula C3H12ClNSi2 at a distorted geometry. Source: OMol25; level of theory: ωB97M-V with the def2-TZVPD basis set.

XYZ file:
```
19
C3H12ClNSi2, DFT ωB97M-V with the def2-TZVPD basis set
C 1.483 -0.727 1.809
C 0.729 1.596 -0.457
C 0.971 -1.432 -1.142
N -1.212 -0.146 0.538
Si -2.445 0.633 -0.561
Si 0.443 -0.179 0.254
Cl -4.237 0.124 0.170
H 1.608 -1.845 2.094
H 2.460 -0.484 1.652
H 1.213 -0.005 2.710
H 0.042 1.822 -1.333
H 0.454 2.256 0.504
H 1.705 1.950 -0.717
H 0.053 -1.672 -1.772
H 1.643 -0.928 -1.846
H 1.205 -2.401 -0.698
H -1.624 -0.738 1.185
H -1.939 2.078 -0.476
H -2.551 0.097 -1.914
```

Properties
* spin multiplicity: 3
* HOMO energy (alpha / beta): -2.96 / -10.81 eV
* E: -1215.276277 hartree



4.
A 2-piece molecular cluster, C3H12N overall. Source: OMol25; level of theory: ωB97M-V with the def2-TZVPD basis set.

XYZ file:
```
16
C3H12N, DFT ωB97M-V with the def2-TZVPD basis set
N -0.785 0.173 2.307
H -1.465 -0.296 1.710
H -0.510 -0.437 3.081
H 0.051 0.367 1.741
H -1.077 1.089 2.651
C 0.972 0.974 -0.595
C 0.585 -0.500 -0.692
C -0.501 -0.820 -1.706
H 1.549 1.309 -1.454
H 1.627 1.184 0.261
H 0.099 1.638 -0.534
H 0.305 -0.887 0.287
H 1.476 -1.073 -0.958
H -0.993 -1.759 -1.506
H -1.231 -0.026 -1.881
H -0.104 -0.934 -2.711
```

Properties
* HOMO energy: -15.12 eV
* E: -175.982333 hartree
* net charge: +1



5.
A 2-piece molecular cluster, C3H12N2 overall at a distorted geometry. Source: OMol25; level of theory: ωB97M-V with the def2-TZVPD basis set.

XYZ file:
```
17
C3H12N2, DFT ωB97M-V with the def2-TZVPD basis set
C -0.596 1.759 -2.038
N -1.194 0.484 -1.803
H 0.490 1.734 -1.947
H -0.950 2.525 -1.346
H -0.829 2.149 -3.031
H -2.069 0.498 -2.314
H -0.671 -0.295 -2.179
C 0.317 -2.023 1.433
C 0.796 -0.643 1.930
N 0.899 0.270 0.826
H -0.514 -1.850 0.748
H 1.101 -2.540 0.921
H -0.020 -2.565 2.312
H 0.112 -0.356 2.740
H 1.767 -0.768 2.417
H -0.014 0.469 0.433
H 1.374 1.154 0.898
```

Properties
* HOMO energy: -8.76 eV
* E: -230.980485 hartree



6.
An isolated ion of composition C3H12N2 and charge +2 at a distorted geometry. Source: OMol25; level of theory: ωB97M-V with the def2-TZVPD basis set.

XYZ file:
```
17
C3H12N2, DFT ωB97M-V with the def2-TZVPD basis set
C -0.015 1.369 -0.194
C 0.399 -0.090 0.170
C 0.061 -1.091 -0.967
N -0.427 -2.395 -0.405
N 0.026 2.224 1.090
H -1.070 1.453 -0.479
H 0.779 1.744 -0.865
H -0.074 -0.398 1.106
H 1.481 -0.076 0.285
H -0.744 -0.732 -1.631
H 0.962 -1.194 -1.573
H -0.326 -3.132 -1.125
H 0.098 -2.775 0.388
H -1.410 -2.246 -0.147
H 0.219 3.208 0.871
H 0.804 2.036 1.750
H -0.762 2.095 1.726
```

Properties
* HOMO energy: -21.51 eV
* E: -230.373421 hartree
* net charge: +2